*w*
Here is a cluster of 2 separate species, C3H6O2 in total from OMol25. Energies are from ωB97M-V with the def2-TZVPD basis set.

## Properties
Gap between HOMO and LUMO, eV: 4.44
Highest occupied orbital energy, eV: -8.5

Element x y z (Å)
O 1.787 1.385 0.312
C -1.475 0.540 -0.096
O -2.410 1.075 -0.614
C -1.014 -0.842 -0.201
C 0.477 -1.001 0.056
H -0.691 1.039 0.557
H 0.722 -2.040 0.183
H -1.467 -1.436 -0.927
H 0.542 -0.343 1.026
H 1.208 -0.550 -0.674
H 2.322 2.172 0.378

*x*
Here is the molecule C3H6O2 from OMol25. Energies are from ωB97M-V with the def2-TZVPD basis set.

## Properties
Gap between HOMO and LUMO, eV: 10.76
SMILES: CO[C@H]1CO1
Highest occupied orbital energy, eV: -9.8

Element x y z (Å)
C 0.734 -1.583 -0.572
O -0.352 -0.680 -0.346
C -0.097 0.448 0.403
C -0.920 1.602 0.171
O -0.944 1.154 1.502
H 1.371 -1.283 -1.422
H 1.367 -1.686 0.315
H 0.293 -2.553 -0.818
H 0.901 0.478 0.824
H -0.421 2.513 -0.131
H -1.865 1.399 -0.334

*y*
Here is the molecule C3H6O2 from OMol25. Energies are from ωB97M-V with the def2-TZVPD basis set.

## Properties
Gap between HOMO and LUMO, eV: 11.32
SMILES: OC[C@H]1CO1
Highest occupied orbital energy, eV: -10.3

Element x y z (Å)
O -2.086 0.517 0.121
C -0.997 -0.314 -0.144
C 0.323 0.139 0.491
C 1.591 -0.186 -0.050
O 1.100 1.142 -0.190
H -1.947 1.311 -0.473
H -0.901 -0.502 -1.257
H -1.294 -1.283 0.255
H 0.273 0.311 1.545
H 2.425 -0.314 0.659
H 1.513 -0.822 -0.957

Which of them is most stable? Easy: *y*.

*w*
Here is the molecule C3H6O2 from OMol25. Energies are from ωB97M-V with the def2-TZVPD basis set.

## Properties
Gap between HOMO and LUMO, eV: 9.50
Highest occupied orbital energy, eV: -8.5

Element x y z (Å)
O 1.340 -1.114 0.112
C 0.985 0.192 0.532
C -0.165 0.631 -0.357
C -1.368 -0.157 0.069
O -2.102 -0.459 -0.980
H 1.959 -1.479 0.755
H 1.835 0.885 0.457
H 0.621 0.188 1.570
H 0.099 0.576 -1.424
H -0.430 1.672 -0.115
H -2.847 -0.945 -0.599

*x*
Here is a cluster of 2 separate species, C3H6O2 in total from OMol25. Energies are from ωB97M-V with the def2-TZVPD basis set.

## Properties
Gap between HOMO and LUMO, eV: 10.32
SMILES: C=CC=O.O
Highest occupied orbital energy, eV: -10.3

Element x y z (Å)
C -0.610 -0.350 0.983
C 0.663 -0.587 0.665
C 1.523 0.506 0.164
O 2.707 0.400 -0.057
H -1.280 -1.127 1.338
H -1.041 0.645 0.889
H 1.118 -1.570 0.757
H 0.990 1.468 -0.015
O -1.699 0.023 -1.656
H -1.533 0.970 -1.584
H -0.838 -0.379 -1.484

Which of them is most stable? Easy: *x*.

*w*
Here is the molecule C3H6O2 from OMol25. Energies are from ωB97M-V with the def2-TZVPD basis set.

## Properties
Gap between HOMO and LUMO, eV: 11.28
SMILES: C[C@@H](O)C=O
Highest occupied orbital energy, eV: -10.5

Element x y z (Å)
C 1.230 -0.311 0.024
C -0.055 0.468 0.314
O -0.210 1.246 -0.919
C -1.251 -0.437 0.436
O -1.878 -0.742 -0.554
H 2.084 -0.110 0.692
H 1.111 -1.396 -0.112
H 1.182 0.296 -0.952
H 0.038 1.173 1.146
H -0.764 0.705 -1.513
H -1.521 -0.836 1.432

*x*
Here is the molecule C3H6O2 from OMol25. Energies are from ωB97M-V with the def2-TZVPD basis set.

## Properties
Gap between HOMO and LUMO, eV: 8.68
SMILES: C/C(O)=C\O
Highest occupied orbital energy, eV: -7.9

Element x y z (Å)
C 0.923 0.868 -0.789
C 0.279 -0.375 -0.298
O 0.435 -1.501 -0.948
C -0.747 -0.531 0.643
O -1.510 0.574 1.027
H 0.688 1.705 -0.135
H 2.001 0.701 -0.849
H 0.577 1.102 -1.797
H -0.491 -1.871 -0.268
H -0.533 -1.252 1.432
H -1.622 0.581 1.983

Which of them is most stable? Easy: *w*.

*w*
Here is the molecule C3H6O2 from OMol25. Energies are from ωB97M-V with the def2-TZVPD basis set.

## Properties
Gap between HOMO and LUMO, eV: 11.41
SMILES: OC[C@H]1CO1
Highest occupied orbital energy, eV: -10.3

Element x y z (Å)
O -1.702 0.553 -1.071
C -0.946 0.606 0.118
C 0.496 0.277 -0.178
C 1.235 -0.730 0.581
O 0.666 -1.048 -0.681
H -1.512 -0.311 -1.465
H -1.042 1.622 0.511
H -1.335 -0.093 0.876
H 1.052 1.033 -0.733
H 0.764 -1.211 1.439
H 2.324 -0.699 0.603

*x*
Here is a cluster of 2 separate species, C3H6O2 in total from OMol25. Energies are from ωB97M-V with the def2-TZVPD basis set.

## Properties
Gap between HOMO and LUMO, eV: 8.75
SMILES: C=CO.C=O
Highest occupied orbital energy, eV: -8.8

Element x y z (Å)
C -1.711 -1.196 -1.494
C -0.619 -1.476 -0.754
O -0.113 -0.557 0.148
H -2.029 -1.816 -2.337
H -2.194 -0.208 -1.291
H -0.290 -2.457 -0.602
H 0.313 0.108 0.790
C 1.425 1.509 0.485
O 0.906 1.633 1.626
H 0.822 1.760 -0.488
H 2.460 0.983 0.314

*y*
Here is the molecule C3H6O2 from OMol25. Energies are from ωB97M-V with the def2-TZVPD basis set.

## Properties
Gap between HOMO and LUMO, eV: 9.85
SMILES: C=COCO
Highest occupied orbital energy, eV: -9.3

Element x y z (Å)
C -1.602 -1.462 -0.166
C -0.692 -0.570 -0.514
O -0.264 0.395 0.367
C 0.928 1.020 0.083
O 1.176 2.075 0.867
H -2.023 -2.123 -0.903
H -1.953 -1.533 0.851
H -0.254 -0.515 -1.506
H 1.036 1.223 -0.993
H 1.884 0.233 0.527
H 1.764 1.257 1.388

*z*
Here is a cluster of 2 separate species, C3H6O2 in total from OMol25. Energies are from ωB97M-V with the def2-TZVPD basis set.

## Properties
Gap between HOMO and LUMO, eV: 9.86
Highest occupied orbital energy, eV: -9.1

Element x y z (Å)
C 0.446 0.559 0.961
C 0.909 -0.581 0.082
O -0.167 -0.862 -0.809
C -1.300 -0.447 -0.145
O -0.849 0.577 0.802
H 0.855 1.848 -0.777
H 0.981 1.951 -0.038
H 1.817 -0.402 -0.498
H 1.087 -1.410 0.787
H -2.017 -0.002 -0.837
H -1.761 -1.230 0.472

Which of them is most stable? Easy: *w*.

*w*
Here is the molecule C6H10O2 from OMol25. Energies are from ωB97M-V with the def2-TZVPD basis set.

## Properties
Gap between HOMO and LUMO, eV: 10.67
SMILES: C[C@@H]1O[C@]12C[C@H](C)O2
Highest occupied orbital energy, eV: -9.6

Element x y z (Å)
C -0.162 -1.361 2.578
C 0.746 -1.236 1.316
O 1.673 -0.174 1.197
C 0.638 -0.174 0.275
C -0.428 1.108 -0.051
C 0.270 1.034 -1.412
C -0.590 0.842 -2.675
O 0.885 -0.223 -1.114
H -0.744 -0.459 2.800
H 0.562 -1.528 3.460
H -0.715 -2.340 2.538
H 1.019 -2.206 0.972
H -0.327 1.958 0.599
H -1.499 0.753 -0.020
H 1.113 1.881 -1.568
H -0.609 -0.200 -2.792
H -0.206 1.331 -3.607
H -1.627 0.996 -2.495

*x*
Here is a structure of composition C6H10O2 from OMol25. Energies are from ωB97M-V with the def2-TZVPD basis set.

## Properties
Gap between HOMO and LUMO (spin up / spin down), eV: 7.71 / 7.71
Highest occupied orbital energy (spin up / spin down), eV: -7.3 / -7.3

Element x y z (Å)
C -0.008 -0.244 0.886
C 0.918 -1.393 1.189
C 0.300 0.077 -1.098
C -1.866 1.066 -0.640
C -0.874 0.648 -1.528
C 1.383 -0.453 -1.640
O 0.409 0.966 1.520
O -1.754 1.912 0.387
H 0.257 0.905 2.472
H -0.831 1.910 0.733
H -1.027 -0.503 1.190
H -2.904 1.010 -0.959
H -1.124 0.619 -2.589
H 0.617 -2.275 0.624
H 0.884 -1.651 2.255
H 1.943 -1.147 0.913
H 1.319 -1.051 -2.542
H 2.357 -0.397 -1.174

*y*
Here is the molecule C6H10O2 from OMol25. Energies are from ωB97M-V with the def2-TZVPD basis set.

## Properties
Gap between HOMO and LUMO, eV: 10.03
SMILES: C=C(C)CCC(=O)O
Highest occupied orbital energy, eV: -9.2

Element x y z (Å)
C -0.462 -1.366 1.363
C -1.191 -0.553 0.580
C -2.426 0.132 0.994
C -0.924 -0.215 -0.875
C 0.124 0.918 -1.116
C 1.311 0.551 -0.401
O 1.550 0.766 0.784
O 2.173 -0.248 -1.192
H -0.794 -1.789 2.258
H 0.451 -1.730 1.077
H -2.985 -0.364 1.689
H -2.283 1.100 1.360
H -3.007 0.182 0.175
H -2.012 0.175 -1.246
H -0.763 -0.972 -1.668
H -0.073 1.937 -0.713
H 0.216 0.999 -2.292
H 2.878 -0.472 -0.651

Which of them is most stable? Easy: *y*.

*w*
Here is a structure of composition CH4S4 from OMol25. Energies are from ωB97M-V with the def2-TZVPD basis set.

## Properties
Gap between HOMO and LUMO (spin up / spin down), eV: 7.40 / 7.40
Highest occupied orbital energy (spin up / spin down), eV: -8.6 / -8.6

Element x y z (Å)
C -0.779 0.170 -0.697
S 1.373 2.154 0.096
S 3.496 0.272 0.689
S 0.892 0.828 -1.245
S 2.797 -0.922 -0.705
H -1.505 0.092 -1.495
H -1.254 0.588 0.257
H -0.555 -0.786 -0.295
H 3.008 0.097 1.999

*x*
Here is the molecule CH4S4 from OMol25. Energies are from ωB97M-V with the def2-TZVPD basis set.

## Properties
Gap between HOMO and LUMO (spin up / spin down), eV: 7.07 / 7.07
Highest occupied orbital energy (spin up / spin down), eV: -8.2 / -8.2

Element x y z (Å)
C -1.167 -0.212 -0.318
S 1.038 1.640 0.536
S 3.194 0.825 -0.021
S -0.219 1.280 -0.865
S 3.468 -1.109 0.039
H -1.071 -0.945 -1.066
H -2.130 0.111 -0.432
H -0.824 -0.456 0.709
H 3.323 1.220 1.163

*y*
Here is a structure of composition CH4S4 from OMol25. Energies are from ωB97M-V with the def2-TZVPD basis set.

## Properties
Gap between HOMO and LUMO, eV: 8.17
Highest occupied orbital energy, eV: -9.0

Element x y z (Å)
C 0.560 -0.190 -0.292
S 0.395 -1.657 0.837
S 0.014 -0.467 -1.925
S -0.888 1.395 0.543
S 2.187 0.461 -0.218
H -0.714 -1.274 1.547
H -0.453 -1.726 -1.784
H -0.276 2.601 0.389
H 1.982 1.238 0.852

*z*
Here is a structure of composition CH4S4 from OMol25. Energies are from ωB97M-V with the def2-TZVPD basis set.

## Properties
Gap between HOMO and LUMO, eV: 7.89
Highest occupied orbital energy, eV: -8.1

Element x y z (Å)
C -0.278 0.129 -1.338
S -2.344 -0.484 0.646
S 2.526 0.450 0.862
S -1.184 1.032 -0.235
S 1.582 -0.912 -0.202
H 0.294 0.678 -2.014
H -0.634 -0.902 -1.697
H -1.782 -0.448 1.856
H 1.819 0.457 2.121

Which of them is most stable? Easy: *w*.